1.
Computed, not measured: the molecule C2H2O2S in a non-equilibrium geometry, with ωB97M-V/def2-TZVPD.

Values from the calculation:
Orbital gap, eV: 7.933
ΔE to the lowest compared entry with this formula, charge and spin, eV: 4.022
SMILES string: O=CC(=O)S
Largest force on an atom, eV Å⁻¹: 10.2
LUMO, hartree: -0.079
E, Ha: -625.9145

```
! RIJCOSX wB97M-V def2-TZVPD def2/J DEFGRID3
* xyz 0 1
C 0.03438 -0.35565 0.54455
H -0.38286 0.93881 -1.27164
O -0.34155 -1.51498 1.06326
O 1.55478 0.61490 -0.94744
S -1.28459 0.42931 -0.45055
H 2.32346 0.13648 1.46656
C 1.45010 0.23169 0.47001
*
```

---

2.
Computed, not measured: the molecule C3H7N3O in a non-equilibrium geometry, with ωB97M-V/def2-TZVPD.

Values from the calculation:
Orbital gap, eV: 9.447
ΔE to the lowest compared entry with this formula, charge and spin, eV: 3.626
SMILES string: N/N=C\CNC=O
Largest force on an atom, eV Å⁻¹: 8.2
LUMO, hartree: 0.025
E, Ha: -357.9166

```
! RIJCOSX wB97M-V def2-TZVPD def2/J DEFGRID3
* xyz 0 1
C -1.67012 0.66793 -0.35897
H 1.00044 1.47489 0.38166
C 0.82568 -1.04531 -0.37790
H -0.29297 -1.69822 1.32106
N 1.92524 1.01372 0.30199
H 0.92880 -1.86156 -1.02205
H 2.65936 1.64439 -0.13242
O -0.94011 1.51637 -0.08906
N -1.45440 -0.52309 0.05107
N 1.80309 -0.14930 -0.53418
H 0.09293 0.28297 1.07326
H -2.65929 0.83320 -0.76094
H -1.94924 -1.33982 -0.45487
C -0.26940 -0.81617 0.60134
*
```

---

3.
Computed, not measured: a structure of composition C35H19CrN8OS5, with ωB97M-V/def2-TZVPD.

Values from the calculation:
Orbital gap (spin up / spin down), eV: 4.558 / 4.514
ΔE to the lowest compared entry with this formula, charge and spin, eV: 0.103
Largest force on an atom, eV Å⁻¹: 0.5
LUMO (spin up / spin down), hartree: 0.107 / 0.106
E, Ha: -4894.1294

```
! RIJCOSX wB97M-V def2-TZVPD def2/J DEFGRID3
* xyz -2 4
N 0.60585 1.34409 -0.34337
H 4.57406 -2.73918 4.44448
H -5.34964 0.46285 -3.85032
N -0.42616 2.70523 -2.04435
H 4.55710 2.31035 0.60984
S -1.85697 -0.50371 2.29201
N -1.82321 -1.76841 -0.46789
H 3.90339 5.58936 -2.10528
C 1.77711 -3.92742 2.91814
H 3.12477 -4.72013 4.37995
C 2.35920 -1.71653 2.14806
C 3.53268 4.69566 -1.61768
C -3.98918 3.50774 -4.60275
C 1.87475 1.28359 0.14195
C -2.41998 -3.97161 -0.50356
C -2.87392 -1.90603 -1.33106
C 2.64212 2.43813 -0.34337
C -2.90714 0.22157 -2.25129
C 3.46966 -1.64897 2.96945
H -4.96181 -3.42699 -2.71201
N -0.51878 -3.30585 0.87570
S -2.27460 1.86468 0.86814
C 2.94532 1.94312 4.38274
C -3.29423 -3.28397 -1.35388
O 3.83735 1.78231 3.33984
C 1.80689 3.12900 -1.20375
C 2.89876 -3.88008 3.73387
C -1.48660 1.90808 -2.24486
N -1.71136 0.69078 -1.74238
H 1.57690 4.79169 -2.54454
C 0.53859 2.38297 -1.22889
S 3.50899 2.59554 5.84018
C -4.89676 2.43621 -4.60094
H 1.11261 -4.78172 2.90909
H -5.17269 -5.88161 -2.38485
C -4.40073 -5.32684 -1.86440
H -2.11230 4.26854 -3.85020
C 1.51744 -2.81878 2.12976
C -3.52230 -6.01762 -1.00571
H -4.21818 4.39429 -5.18180
H -1.84191 -5.86932 0.33663
C -4.65174 1.29011 -3.86635
C -3.47588 1.23317 -3.12707
C -2.57571 2.29591 -3.13081
C 2.23687 4.26392 -1.86852
N 0.62488 -1.20028 0.72941
C 3.93493 2.85517 -0.08712
H -3.63634 -7.08813 -0.88278
C -1.50563 -2.98533 0.01727
H 5.57499 1.65507 4.47558
Cr -0.92875 0.02514 0.09625
C -2.81858 3.44844 -3.86771
S -3.91894 1.41436 3.34053
H -5.80954 2.51749 -5.17918
C 4.36951 4.00327 -0.73642
H 5.36964 4.37663 -0.55320
C -2.77214 0.95470 2.25073
N 2.42372 0.37514 0.89811
H 5.72699 1.63632 2.68770
N -3.42829 -0.96260 -2.08471
C 5.20435 2.07735 3.54120
C -4.29362 -3.96466 -2.05122
C 3.73015 -2.75465 3.76612
C 1.77997 -0.74048 1.22259
H 5.38144 3.15570 3.56836
H 4.06620 -0.74641 3.00605
C 0.42418 -2.48374 1.20827
C -2.52509 -5.35098 -0.32413
S 1.38733 1.44843 4.01034
*
```

---

4.
Computed, not measured: the ion C8H13N2O with charge +1 in a non-equilibrium geometry, with ωB97M-V/def2-TZVPD.

Values from the calculation:
Orbital gap, eV: 9.508
ΔE to the lowest compared entry with this formula, charge and spin, eV: 0.000
SMILES string: C[C@@H]1C=CC=C[C@@]1(O)C(N)=[NH2+]
Largest force on an atom, eV Å⁻¹: 3.1
LUMO, hartree: -0.112
E, Ha: -497.1509

```
! RIJCOSX wB97M-V def2-TZVPD def2/J DEFGRID3
* xyz 1 1
H -1.15071 2.26818 0.36418
C 1.95399 -1.57102 0.07297
H 0.44328 3.02396 0.32672
N -1.93464 -0.86119 1.41270
C -0.13260 -0.34006 -0.29740
H 2.53229 -2.47307 0.17786
N -2.60909 -0.42238 -0.76725
H -3.60068 -0.54688 -0.61543
H 0.38681 0.75424 1.48969
C 0.62245 -1.61474 0.01067
C 0.50526 0.86909 0.40299
H 3.71999 -0.31861 -0.17911
H 2.49194 1.79520 0.09448
H 0.63102 -0.09314 -2.07599
H -1.15781 -0.96358 2.04985
H 0.07664 -2.54279 0.01735
C -0.14164 2.18037 -0.03378
H -2.25946 -0.18497 -1.69328
C 1.98816 0.84272 0.12388
O -0.25083 -0.15611 -1.68947
C 2.65594 -0.30390 -0.01318
H -2.86283 -1.01980 1.78288
H -0.19318 2.24067 -1.11976
C -1.71430 -0.56220 0.15843
*
```

---

5.
Computed, not measured: a cluster of 3 separate species, C14H43N7O2P3 in total in a non-equilibrium geometry, with ωB97M-V/def2-TZVPD.

Values from the calculation:
Orbital gap, eV: 5.274
Largest force on an atom, eV Å⁻¹: 7.0
LUMO, hartree: 0.074
E, Ha: -2116.7222

```
! RIJCOSX wB97M-V def2-TZVPD def2/J DEFGRID3
* xyz -1 1
H 4.26881 -3.84742 0.16709
N -0.97807 3.11218 1.97937
O -1.64810 3.04510 -3.69378
H 3.62316 -0.34820 4.15686
H -4.10207 1.01181 -4.90700
H 1.52767 -5.88735 3.35392
H -0.02299 0.09975 -1.90127
H 1.27073 -2.05027 -1.11779
H -1.54894 -0.34454 -3.95925
C -2.17337 -0.22665 -3.06207
H 3.85501 -2.27331 -0.57926
H -1.98971 -1.07807 -2.39722
H -1.28424 3.69903 1.20867
H 4.46191 -0.39933 1.71761
H 4.95931 3.42484 2.17304
H 4.52484 -4.42591 2.26292
H -5.61976 1.89792 -4.71562
C 3.50052 -3.29245 -0.37330
C 3.97278 3.03073 2.06234
N -1.90153 1.00388 -2.36089
H 1.17928 -3.80033 -1.43438
H 2.86097 -1.82516 4.76820
P -2.58934 2.55054 -2.60873
H 0.94179 4.46966 2.13668
H 4.89354 -2.08236 1.37096
H -3.50445 3.53135 -5.46113
H -4.56368 0.42193 -1.35044
H 0.83021 3.15192 0.56764
C 2.77380 2.90686 1.98158
O 1.23275 -1.37731 1.41282
C -4.73023 1.55070 -4.18268
C -4.03845 3.78170 -4.53492
H 1.92712 -0.63980 3.83296
H -0.73100 1.07800 -0.60853
N 2.23131 -3.29277 0.32153
C 2.90222 -1.12798 3.91804
H -4.75111 1.25958 0.17737
H 3.40944 -3.80784 -1.33326
H 4.09552 -3.98063 3.92276
N 3.24960 -1.84157 2.69336
P 1.94365 -2.61869 1.90454
C 1.16577 -3.03735 -0.65056
H -3.22796 0.49504 -0.18649
H -5.11008 0.85357 -3.43471
H -3.21611 -0.32716 -3.35753
H 5.28321 -1.42149 2.92089
N -3.57819 2.30054 -1.21210
C -4.28594 3.48331 -0.72915
H -3.73810 4.39072 -0.98921
H 1.70318 -5.82285 1.58224
H -4.37582 3.47789 0.35931
P 0.83392 3.00630 2.03227
N -4.03168 2.66657 -3.58724
H 0.76909 1.56896 1.95968
C -4.04586 1.06386 -0.63276
H -5.28948 3.55514 -1.16876
H -1.32829 3.53548 2.83597
H 0.01449 1.84740 -2.01620
N 2.44979 -4.12516 2.61504
H 0.48034 -4.84821 2.41165
H -3.57183 4.66397 -4.10107
H 0.18658 -3.08726 -0.17727
C 4.51550 -1.41021 2.13879
H 0.84728 2.97444 3.49419
H -5.06698 4.05734 -4.78620
C 1.50139 -5.22774 2.48194
C -0.59821 1.00160 -1.69363
H 3.76872 -5.58924 3.33166
C 3.76658 -4.53574 3.04128
*
```

---

6.
Computed, not measured: the ion C3O6 with charge -2 in a non-equilibrium geometry, with ωB97M-V/def2-TZVPD.

Values from the calculation:
Orbital gap, eV: 7.306
ΔE to the lowest compared entry with this formula, charge and spin, eV: 0.165
SMILES string: O=C([O-])C1(C(=O)[O-])OO1
Largest force on an atom, eV Å⁻¹: 3.3
LUMO, hartree: 0.260
E, Ha: -565.6502

```
! RIJCOSX wB97M-V def2-TZVPD def2/J DEFGRID3
* xyz -2 1
O -1.33630 -1.14135 1.03678
O 2.14237 0.25354 1.13989
C 1.33544 -0.29864 0.39872
O -2.07186 -0.34760 -0.89583
C -0.00024 0.44377 -0.13121
O -0.20167 1.95914 -0.16095
C -1.26181 -0.47289 -0.00495
O 0.06765 1.17848 -1.29901
O 1.34821 -1.39989 -0.08620
*
```

---

7.
Computed, not measured: a structure of composition C54H51As2Br3N2O2Sn, with ωB97M-V/def2-TZVPD.

Values from the calculation:
Orbital gap (spin up / spin down), eV: 5.836 / 4.444
ΔE to the lowest compared entry with this formula, charge and spin, eV: 0.000
Largest force on an atom, eV Å⁻¹: 0.9
LUMO (spin up / spin down), hartree: 0.144 / 0.144
E, Ha: -14756.2235

```
! RIJCOSX wB97M-V def2-TZVPD def2/J DEFGRID3
* xyz -2 1
H 1.13590 -1.05122 -3.52551
C -2.11912 2.64017 -2.08616
H -4.22036 -3.05438 -2.14335
C -1.58906 3.57274 2.95615
H 1.24393 0.56961 -4.18231
H -0.41709 -0.77900 4.95248
C 1.05822 0.00839 -3.26249
H 3.08349 0.00793 -2.54342
C -1.14289 2.10993 -2.92298
H 5.01488 1.52126 3.49418
C 0.59251 -3.01661 3.62158
C -1.69600 1.24126 2.06075
C -2.74906 1.87011 4.22984
C 0.66260 -0.93451 4.98827
H 4.68929 3.83399 -1.04045
H -1.35134 -2.96601 -6.70205
H 0.61434 0.28266 2.77056
C -0.79473 -3.17590 3.59925
H -2.47377 1.55848 -5.07266
C -0.44221 2.96459 -3.76849
C -1.37563 -4.43454 3.59156
C -3.94469 -2.03935 2.53365
C -1.93321 4.50355 3.96276
C 3.14108 1.86946 0.12905
H -3.06667 0.84068 4.32312
Br 2.93218 -2.83317 0.17156
H -2.72609 -1.45044 -8.10633
C -3.06317 2.78871 5.19822
C 4.49753 1.62689 2.54755
H -3.14322 4.40218 -1.42163
C -4.87662 -3.06489 2.63865
C 1.37896 -4.16424 3.57883
N -2.39552 0.08636 2.16823
As -0.86114 0.17699 -2.78216
C -1.69881 4.84415 -2.94873
C -0.71579 4.32371 -3.78355
H 0.90022 -1.54040 5.86940
C 0.66953 -5.32399 -1.09725
H 2.23527 3.60963 1.00300
H 6.57716 4.62123 -2.40283
H -2.45370 -4.52065 3.54301
Sn 0.09375 -1.34742 0.50818
C -2.22311 0.56350 -5.42109
C -0.44568 2.98923 0.91901
C 4.00133 0.79583 0.34555
H -0.55506 4.98486 1.67000
H 2.45496 -4.07653 3.52854
H -2.90171 4.85889 5.83059
C 5.95332 3.57633 -4.17189
C -3.14138 -3.17567 -1.99119
H 3.03923 -2.23741 4.64190
C 0.80095 -5.42925 3.58219
O -0.21587 0.77743 0.18372
N -2.19083 -0.87012 1.26402
H -1.90300 5.90848 -2.94752
C -2.68284 0.14300 -6.66397
C 0.74768 -0.76873 2.51099
C 5.83138 3.97081 -2.84541
C -2.40067 4.00157 -2.10043
H -1.60306 5.53131 3.84409
C 3.93141 2.28947 -3.94638
H 5.08256 2.41006 -5.75087
C 2.09331 0.29550 -2.18128
H -3.28838 0.81181 -7.26519
C -1.44125 -0.27171 -4.62584
C -4.31778 -3.78228 0.42345
C 4.67213 0.67356 1.55174
H 0.14952 3.25940 0.05491
C 2.94472 2.80287 1.14176
C -1.14636 -1.54858 -5.10974
H 3.14299 -2.06056 2.86599
H -5.45483 -3.16783 3.55062
H -3.80586 -1.33567 3.34291
H -0.15101 4.97999 -4.43552
H 1.43800 -6.30595 3.54174
C 3.79636 2.67928 -2.61579
Br -0.94271 -5.34748 -0.05687
C -0.57595 -5.57105 3.60651
H -3.62467 2.47819 6.07225
H 3.08430 -0.62954 3.89593
H -4.47043 -4.45388 -0.41137
As 2.20733 2.16492 -1.55945
Br 0.35280 -4.91652 -2.97356
C -2.36915 -1.12283 -7.13712
H -0.56740 -2.23715 -4.50182
H 5.30396 -0.18887 1.72362
C -2.00621 2.22611 3.07956
H -1.42699 -2.29611 3.55868
H -1.02660 -6.55673 3.58521
H 1.10513 -6.31338 -1.06227
C -2.65537 4.13165 5.06515
H -5.77034 -4.76691 1.66919
H 6.79016 3.91649 -4.77009
C -3.40094 -2.75085 0.31041
H -2.60590 -2.72110 -2.81818
C 3.62556 2.68572 2.34811
H 1.91135 -0.32111 -1.30319
C -3.14971 -1.86928 1.39375
C 4.76236 3.52936 -2.07890
H -2.89668 -4.24155 -1.95246
H 0.33282 2.57355 -4.41933
C -0.83121 3.94549 1.81602
C -5.05596 -3.95586 1.59646
H 1.13116 0.04674 5.09845
C 1.17898 -1.60355 3.69663
C 2.71117 -1.64761 3.77800
H 3.45202 3.40883 3.13627
H 4.12063 0.02347 -0.40360
H -2.63177 1.99088 -1.38500
C -0.76958 1.61195 1.04157
H 1.34028 -4.55831 -0.71013
O -2.71656 -2.50232 -0.83208
H 3.20087 1.62519 -4.39314
C 4.99826 2.73264 -4.71953
C -1.59720 -1.97000 -6.35276
*
```

---

8.
Computed, not measured: the molecule C4H8O in a non-equilibrium geometry, with ωB97M-V/def2-TZVPD.

Values from the calculation:
Orbital gap, eV: 9.756
ΔE to the lowest compared entry with this formula, charge and spin, eV: 3.604
SMILES string: C=CCCO
Largest force on an atom, eV Å⁻¹: 5.2
LUMO, hartree: 0.034
E, Ha: -232.3132

```
! RIJCOSX wB97M-V def2-TZVPD def2/J DEFGRID3
* xyz 0 1
H 2.04740 1.09672 0.40562
H -0.70416 0.04219 1.13386
O 2.67436 -0.74033 0.72720
H 0.41545 0.17391 -1.71518
C 0.10986 -0.02032 0.33617
H 2.50453 -1.67711 0.73310
C -1.66023 0.91719 -1.15158
H -2.11262 1.45755 -1.98683
H 0.39253 -1.09842 0.29902
H 1.15794 0.33520 2.01449
H -2.14315 0.82006 -0.23586
C -0.46007 0.21644 -0.97426
C 1.64991 0.22937 1.04303
*
```